[1]
# CH3I3Si

CH3I3Si in the gas phase at a distorted geometry (ωB97M-V with the def2-TZVPD basis set, the OMol25 dataset).

Each atom is followed by the atoms it is bonded to, with distances in Å.
Element x y z (Å)
1 C 0.8602 -0.4720 -0.5378  Si2 1.897, H6 1.102, H7 1.131, H8 1.145
2 Si -0.5843 0.3218 0.4020  C1 1.897, I3 2.526, I4 2.615, I5 2.449
3 I -2.1995 1.0877 -1.3825  Si2 2.526
4 I -1.9137 -1.4044 1.8472  Si2 2.615
5 I 0.1587 2.1117 1.8987  Si2 2.449
6 H 1.7683 -0.2890 0.0586  C1 1.102
7 H 0.9515 -1.5611 -0.8302  C1 1.131
8 H 0.9586 0.2053 -1.4560  C1 1.145

Its SMILES is C[Si](I)(I)I. The frontier orbital gap is 8.8 eV. The calculation puts the total energy at -1222.5883 a.u. The value obtained for the highest occupied orbital energy is -9.53 eV. The spin multiplicity is 1.

=====

[2]
# CH3IN2

CH3IN2 in the gas phase at a distorted geometry (ωB97M-V with the def2-TZVPD basis set, the OMol25 dataset).

Each atom is followed by the atoms it is bonded to, with distances in Å.
Element x y z (Å)
1 C 0.0929 -0.6305 -0.0437  N2 1.636, N3 1.466, I4 2.136, H5 1.094
2 N 0.5464 0.9126 -0.3406  C1 1.636, N3 1.510, H6 1.068
3 N -0.8603 0.4827 0.0026  C1 1.466, N2 1.510, H7 1.033
4 I 0.7579 -1.6359 1.7200  C1 2.136
5 H 0.0163 -1.3627 -0.8529  C1 1.094
6 H 0.8629 1.6390 0.3759  N2 1.068
7 H -1.4160 0.5948 -0.8613  N3 1.033

Its SMILES is IC1NN1. The frontier orbital gap is 9.8 eV. The calculation puts the total energy at -446.9939 a.u. The value obtained for the highest occupied orbital energy is -9.45 eV. The spin multiplicity is 1.

=====

[3]
# CH3IN2O2

CH3IN2O2 in the gas phase at a distorted geometry (ωB97M-V with the def2-TZVPD basis set, the OMol25 dataset).

Each atom is followed by the atoms it is bonded to, with distances in Å.
Element x y z (Å)
1 C -1.0522 0.4520 -0.6391  O5 1.433, H7 1.104, H8 1.083, H9 1.128
2 N 2.2876 -0.4951 0.7779  O4 1.170, I6 2.291
3 N 0.0579 -1.3993 0.2902  O5 1.307, I6 2.158
4 O 2.1483 0.3414 -0.0289  N2 1.170
5 O 0.0579 -0.4535 -0.6123  C1 1.433, N3 1.307
6 I 0.5155 -0.5681 2.2287  N2 2.291, N3 2.158
7 H -0.7992 1.0753 0.2365  C1 1.104
8 H -2.0696 0.0828 -0.6138  C1 1.083
9 H -1.1462 0.9646 -1.6392  C1 1.128

The frontier orbital gap (alpha / beta) is 7.2 / 8.4 eV. The calculation puts the total energy at -597.3282 a.u. The value obtained for the highest occupied orbital energy (alpha / beta) is -8.20 / -8.92 eV. The spin multiplicity is 1.

=====

[4]
# CH3INOP

CH3INOP in the gas phase at a distorted geometry (ωB97M-V with the def2-TZVPD basis set, the OMol25 dataset).

Each atom is followed by the atoms it is bonded to, with distances in Å.
Element x y z (Å)
1 C 0.8055 0.2324 -0.4667  N2 1.307, O3 1.544, I5 2.058
2 N -0.0803 -0.7136 -0.3004  C1 1.307, P4 1.763, H6 1.014
3 O 0.5406 1.5658 0.2653  C1 1.544
4 P -1.4293 -0.4620 0.8058  N2 1.763, H7 1.396, H8 1.394
5 I 2.4656 0.0987 -1.6753  C1 2.058
6 H 0.0199 -1.5734 -0.8279  N2 1.014
7 H -1.7005 0.8341 0.3632  P4 1.396
8 H -0.6215 0.0181 1.8360  P4 1.394

Its SMILES is O=C(I)NP. The frontier orbital gap is 9.3 eV. The calculation puts the total energy at -808.8599 a.u. The value obtained for the highest occupied orbital energy is -9.19 eV. The spin multiplicity is 1.

=====

[5]
# CH3INP

2 unconnected molecules or ions with the total composition CH3INP at a distorted geometry (ωB97M-V with the def2-TZVPD basis set, the OMol25 dataset).

Each atom is followed by the atoms it is bonded to, with distances in Å.
Element x y z (Å)
1 C 1.7591 -1.9933 1.5559  N2 1.294, H5 1.041, H6 1.121
2 N 0.9316 -2.2275 0.5887  C1 1.294, P3 1.508
3 P 0.0624 -2.5517 -0.5996  N2 1.508
4 I 0.7788 3.2544 1.3991  H7 1.674
5 H 2.0152 -2.8077 2.1517  C1 1.041
6 H 1.6310 -0.9874 2.0348  C1 1.121
7 H 0.3302 1.7317 1.9302  I4 1.674

The frontier orbital gap (alpha / beta) is 7.1 / 7.1 eV. The calculation puts the total energy at -733.6126 a.u. The value obtained for the highest occupied orbital energy (alpha / beta) is -7.47 / -7.47 eV. The spin multiplicity is 1.

=====

[6]
# CH3IO

CH3IO in the gas phase at a distorted geometry (ωB97M-V with the def2-TZVPD basis set, the OMol25 dataset).

Each atom is followed by the atoms it is bonded to, with distances in Å.
Element x y z (Å)
1 C -0.5249 0.3925 -0.0538  O2 1.764, H4 0.992, H5 1.179, H6 1.129
2 O 1.1297 -0.1714 -0.2913  C1 1.764, I3 1.989
3 I 1.5393 -2.0254 0.3008  O2 1.989
4 H -1.0329 -0.3081 -0.5389  C1 0.992
5 H -0.5323 1.4969 -0.4680  C1 1.179
6 H -0.5789 0.6155 1.0513  C1 1.129

Its SMILES is COI. The frontier orbital gap is 8.5 eV. The calculation puts the total energy at -412.7249 a.u. The value obtained for the highest occupied orbital energy is -9.07 eV. The spin multiplicity is 1.

=====

[7]
# CH3IO2

2 unconnected molecules or ions with the total composition CH3IO2 at a distorted geometry (ωB97M-V with the def2-TZVPD basis set, the OMol25 dataset).

Each atom is followed by the atoms it is bonded to, with distances in Å.
Element x y z (Å)
1 C -0.1389 0.1495 -0.6106  O2 1.424, O3 1.265, H5 1.066, H6 1.280
2 O 0.6912 -0.9762 -0.3406  C1 1.424, H7 1.008
3 O -0.1024 1.1056 0.2162  C1 1.265
4 I -0.6022 0.2278 2.8232  no bonds
5 H -0.0188 0.5815 -1.5775  C1 1.066
6 H -1.3083 -0.3504 -0.7517  C1 1.280
7 H 1.4794 -0.7378 0.2410  O2 1.008

The frontier orbital gap (alpha / beta) is 6.0 / 6.0 eV. The calculation puts the total energy at -487.9299 a.u. The value obtained for the highest occupied orbital energy (alpha / beta) is -9.76 / -9.73 eV. The spin multiplicity is 1.

=====

[8]
# CH3IO2

CH3IO2 in the gas phase at a distorted geometry (ωB97M-V with the def2-TZVPD basis set, the OMol25 dataset).

Each atom is followed by the atoms it is bonded to, with distances in Å.
Element x y z (Å)
1 C 0.1324 -0.0354 0.2210  O2 1.406, H5 1.088, H6 1.097, H7 1.093
2 O 0.8387 -0.1597 1.4307  C1 1.406, O3 1.381
3 O 0.1484 0.3997 2.4880  O2 1.381, I4 2.014
4 I 0.3309 2.3938 2.6984  O3 2.014
5 H 0.7587 -0.5389 -0.5125  C1 1.088
6 H 0.0147 1.0205 -0.0508  C1 1.097
7 H -0.8494 -0.5128 0.2764  C1 1.093

Its SMILES is COOI. The frontier orbital gap is 8.7 eV. The calculation puts the total energy at -487.9298 a.u. The value obtained for the highest occupied orbital energy is -9.59 eV. The spin multiplicity is 1.

=====

We obtain energy relative to the best compared isomer or geometry (same formula, charge and spin) values of 3.23 31.15 144.87 54.11 35.22 51.15 92.19 92.29 kcal/mol for the records listed above, in that order.